[1]
Below is a molecular structure, C26H36N11O2S3Ta at a distorted geometry, with properties calculated with ωB97M-V/def2-TZVPD.

Computed properties:
relative energy (zero: lowest compared OMol25 entry of this formula, charge and spin)	170.84	kJ/mol
HOMO level	-0.446	Eh
Kohn-Sham gap	6.952	eV
charge	+2

```
79
Properties=species:S:1:pos:R:3:forces:R:3:lowdin_charge:R:1
Ta -0.889 1.009 -0.658 1.74 -0.09 0.75 1.124
N 0.488 -1.071 -1.460 0.32 0.55 0.30 0.033
C 1.888 -0.682 -1.184 -0.27 -0.78 0.18 -0.286
C 3.028 -1.375 -1.929 0.16 -0.20 -0.20 -0.127
C 3.335 -2.878 -1.830 -0.45 0.00 0.04 -0.166
C 3.656 -3.496 -0.467 0.00 0.13 0.04 -0.146
N 2.501 -3.894 0.354 -0.16 0.16 -0.28 0.101
C 1.766 -4.966 0.061 -0.08 0.10 0.22 -0.439
N 2.084 -5.724 -0.976 -0.13 -0.71 -0.47 0.229
N 0.709 -5.292 0.804 0.06 -0.06 -0.17 0.222
C 2.011 0.787 -1.481 -0.40 0.81 0.25 -0.587
O 3.069 1.365 -1.427 -0.20 0.22 -0.11 0.109
O 0.854 1.376 -1.751 -0.20 0.11 0.05 -0.274
H 0.290 -2.003 -1.123 -0.19 -0.07 0.15 0.090
H 0.319 -1.061 -2.460 -0.13 0.00 -0.16 0.094
H 2.026 -0.757 -0.104 0.03 -0.09 0.19 0.144
H 3.927 -0.824 -1.643 -0.04 -0.01 -0.06 0.126
H 2.877 -1.174 -2.994 0.11 0.04 -0.02 0.138
H 4.233 -3.014 -2.435 -0.01 -0.09 -0.07 0.126
H 2.553 -3.471 -2.317 -0.01 0.10 -0.01 0.108
H 4.263 -2.813 0.121 0.00 0.00 0.16 0.138
H 4.253 -4.397 -0.606 0.24 0.08 0.02 0.121
H 2.281 -3.385 1.195 0.05 0.02 -0.01 0.158
H 2.937 -5.571 -1.487 -0.10 -0.05 -0.01 0.117
H 1.519 -6.529 -1.245 0.25 0.44 0.19 0.154
H 0.368 -4.668 1.507 -0.13 0.09 0.22 0.125
H 0.180 -6.126 0.605 -0.10 0.06 0.01 0.129
S -2.164 0.439 -2.701 -0.51 -0.29 -0.56 0.548
C -2.509 -1.270 -2.450 -0.03 0.07 -0.21 -0.685
C -2.690 -2.126 -3.541 -0.01 0.10 -0.19 -0.041
C -2.811 -3.501 -3.374 -0.09 -0.20 -0.48 -0.180
C -2.920 -4.376 -4.524 0.03 -0.03 -0.16 -0.157
N -3.009 -5.074 -5.437 0.08 0.35 0.48 0.190
C -2.813 -4.035 -2.085 0.20 -0.40 0.41 -0.188
C -2.752 -3.178 -0.997 0.00 0.01 0.12 -0.079
C -2.567 -1.811 -1.162 -0.08 -0.10 0.25 -0.688
S -2.269 -0.835 0.269 0.16 0.05 -0.25 0.583
C -2.641 -5.444 -1.788 -0.02 0.09 -0.08 -0.164
N -2.359 -6.507 -1.441 -0.06 0.33 -0.11 0.160
H -2.688 -1.714 -4.545 0.00 -0.05 0.10 0.126
H -2.807 -3.590 0.002 0.12 -0.02 0.02 0.112
C -1.419 6.610 -1.693 0.34 -0.11 0.15 -0.003
N -0.212 5.780 -1.555 -0.32 0.37 -0.11 -0.109
C 1.088 6.249 -1.762 -0.54 0.25 -0.03 -0.022
C 1.909 5.200 -1.628 0.07 -0.44 0.13 -0.027
N 1.109 4.112 -1.316 0.31 -0.19 -0.16 0.099
C -0.181 4.459 -1.286 0.06 0.40 0.04 -0.647
S -1.596 3.504 -0.934 0.33 -0.13 -0.37 0.623
H -1.549 7.247 -0.819 0.06 -0.03 0.02 0.101
H -2.285 5.971 -1.803 -0.05 -0.13 -0.02 0.058
H -1.322 7.229 -2.579 0.05 0.02 -0.05 0.103
H 1.295 7.285 -1.995 -0.12 -0.22 0.05 0.139
H 2.981 5.117 -1.723 -0.20 -0.04 0.02 0.136
H 1.407 3.141 -1.349 0.01 -0.11 0.11 0.101
N -3.466 2.782 4.563 0.01 0.21 -0.23 0.206
C -3.089 3.692 3.410 -0.03 -0.05 -0.01 -0.119
C -2.199 2.971 2.415 0.00 -0.43 -0.15 -0.284
N -2.842 1.953 1.586 -0.04 0.49 0.12 -0.042
H -4.131 3.219 5.193 -0.20 0.16 0.18 0.172
H -2.647 2.526 5.107 0.27 -0.09 0.13 0.171
H -3.890 1.925 4.218 -0.11 -0.24 -0.15 0.161
H -2.592 4.558 3.838 0.03 0.01 0.10 0.137
H -4.020 4.011 2.949 -0.10 0.03 0.02 0.136
H -1.351 2.504 2.932 -0.03 0.07 -0.11 0.114
H -1.781 3.740 1.764 0.04 -0.05 -0.08 0.073
H -3.680 2.271 1.109 0.07 -0.01 0.07 0.087
H -3.021 1.069 2.043 0.08 -0.07 -0.11 0.024
N 0.023 1.088 0.902 0.49 -0.60 0.84 -0.215
C 0.755 0.750 2.063 -0.50 0.07 -0.45 -0.380
C 2.013 1.306 2.299 0.18 0.11 -0.14 -0.043
C 2.761 0.919 3.406 0.05 0.10 -0.09 -0.077
C 2.273 -0.020 4.305 -0.03 0.01 -0.05 -0.095
C 1.008 -0.559 4.099 -0.14 0.04 -0.12 -0.100
C 0.254 -0.178 2.993 -0.18 0.18 -0.11 -0.074
H 2.404 2.033 1.591 -0.01 -0.11 0.10 0.111
H 3.741 1.357 3.566 -0.07 -0.02 -0.03 0.111
H 2.867 -0.323 5.157 -0.03 0.03 -0.01 0.107
H 0.607 -1.275 4.811 0.00 0.04 -0.08 0.103
H -0.746 -0.571 2.823 0.14 -0.13 0.02 0.070
```
Positions in Å, forces in eV/Å.

[2]
Below is 4 unconnected molecules or ions with the total composition C12H36BN4O5, with properties calculated with ωB97M-V/def2-TZVPD.

Computed properties:
relative energy (zero: lowest compared OMol25 entry of this formula, charge and spin)	0.00	kJ/mol
HOMO level	-0.177	Eh
Kohn-Sham gap	7.711	eV
charge	-1

```
58
Properties=species:S:1:pos:R:3:forces:R:3:nbo_charge:R:1
B -1.180 -0.946 2.379 -0.62 0.32 0.34 -0.118
O 0.267 -0.666 1.854 0.29 -0.48 -0.27 -0.516
N 1.209 -1.271 2.555 -0.50 -0.26 0.30 0.345
O 1.977 -1.911 1.888 0.18 0.36 -0.20 -0.424
H -1.229 -1.001 3.605 0.27 0.00 -0.09 -0.095
H -1.601 -1.995 1.901 0.33 -0.03 0.00 -0.103
H -1.868 -0.024 1.983 0.13 -0.02 -0.06 -0.078
C -1.049 -3.605 -0.857 0.10 0.07 0.02 -0.620
C -1.853 -4.466 0.111 0.00 0.18 -0.25 -0.090
C -1.884 -5.955 -0.249 0.02 -0.06 0.21 -0.070
O -2.736 -6.307 -1.329 0.03 -0.01 -0.06 -0.554
C -2.196 -6.090 -2.613 -0.09 -0.03 -0.01 -0.244
N -3.181 -3.881 0.254 -0.43 -0.26 0.06 -0.806
H -1.607 -3.406 -1.775 -0.02 -0.04 0.00 0.184
H -0.835 -2.646 -0.384 -0.03 0.00 0.03 0.259
H -0.100 -4.078 -1.122 0.00 0.00 0.00 0.193
H -1.364 -4.392 1.087 0.00 -0.01 0.01 0.214
H -2.273 -6.508 0.610 -0.05 -0.01 -0.03 0.177
H -0.868 -6.327 -0.443 0.01 0.05 -0.03 0.157
H -1.117 -6.277 -2.628 0.01 0.02 -0.01 0.165
H -2.383 -5.075 -2.972 0.07 0.01 0.01 0.167
H -2.683 -6.789 -3.295 0.00 -0.01 0.01 0.176
H -3.689 -4.341 1.003 0.11 0.13 0.15 0.347
H -3.741 -4.065 -0.573 0.20 -0.01 -0.13 0.341
C -1.378 5.031 -0.707 0.06 0.09 -0.03 -0.612
C -0.515 4.142 0.185 -0.19 0.06 -0.07 -0.082
C -0.985 2.685 0.246 0.27 -0.26 -0.03 -0.081
O -2.119 2.468 1.049 -0.11 0.29 0.14 -0.529
C -3.372 2.738 0.480 -0.01 -0.09 0.00 -0.241
N -0.423 4.744 1.520 0.10 -0.02 0.01 -0.838
H -2.316 5.299 -0.220 -0.01 -0.05 0.00 0.199
H -0.853 5.960 -0.934 -0.01 0.02 0.04 0.206
H -1.610 4.533 -1.651 -0.01 -0.01 0.01 0.199
H 0.494 4.127 -0.238 0.01 -0.08 0.02 0.188
H -0.193 2.090 0.707 -0.04 -0.02 0.02 0.223
H -1.145 2.277 -0.764 -0.05 0.09 -0.02 0.153
H -3.378 2.533 -0.597 -0.02 0.02 -0.01 0.159
H -3.693 3.774 0.648 0.02 0.00 -0.08 0.147
H -4.091 2.077 0.965 0.00 -0.02 -0.02 0.194
H 0.235 4.198 2.070 0.03 0.01 -0.01 0.357
H -1.316 4.589 1.981 -0.02 0.01 0.00 0.355
C 5.146 1.338 -0.983 0.05 0.04 -0.14 -0.611
C 3.720 0.791 -1.022 0.15 0.00 0.24 -0.080
C 2.646 1.880 -0.896 -0.23 -0.12 -0.17 -0.074
O 2.453 2.391 0.406 0.08 0.09 0.05 -0.546
C 3.369 3.376 0.825 -0.07 -0.02 0.08 -0.244
N 3.600 -0.265 -0.023 -0.13 0.13 -0.14 -0.835
H 5.453 1.577 0.035 -0.04 0.01 0.02 0.201
H 5.840 0.589 -1.362 0.00 -0.03 0.04 0.213
H 5.248 2.238 -1.595 0.00 0.01 0.01 0.191
H 3.570 0.331 -2.005 -0.05 0.05 -0.03 0.180
H 1.684 1.438 -1.169 0.00 -0.01 0.06 0.194
H 2.838 2.705 -1.601 0.08 0.00 0.03 0.150
H 3.683 4.013 -0.010 0.03 0.00 0.00 0.161
H 4.254 2.939 1.297 0.05 0.02 -0.07 0.166
H 2.865 3.995 1.568 -0.01 0.02 -0.02 0.187
H 2.703 -0.739 -0.095 0.05 -0.08 0.03 0.382
H 3.569 0.161 0.899 0.06 -0.05 0.03 0.359
```
Positions in Å, forces in eV/Å.

What is the formula in the first record?
C26H36N11O2S3Ta